Entry from OMol25: 3 unconnected molecules or ions with the total composition C12H26ClNO2P in a non-equilibrium geometry (ωB97M-V/def2-TZVPD).

Results
* gap between HOMO and LUMO: 6.5539 eV
* total charge: -1
* lowest unoccupied orbital energy: 0.106 hartree
* calculated total energy: -1479.473104 Ha

Element x y z (Å)
C1 -2.451 -0.879 1.544
C2 -1.664 -0.473 0.709
P1 -0.422 0.333 -0.536
C3 0.145 -1.448 -1.104
N1 -0.706 -1.938 -2.203
C4 1.015 0.366 0.786
Cl1 2.344 1.489 0.219
C5 0.642 0.680 2.243
C6 -0.188 1.953 2.464
H1 -3.305 -1.254 2.060
H2 0.499 0.890 -1.543
H3 -0.856 1.672 -0.187
H4 -1.460 0.309 -1.554
H5 1.188 -1.361 -1.439
H6 0.054 -2.182 -0.286
H7 -0.578 -1.363 -3.027
H8 -1.666 -1.884 -1.878
H9 1.477 -0.627 0.777
H10 0.168 -0.175 2.734
H11 1.592 0.830 2.789
H12 -0.287 2.150 3.539
H13 0.300 2.823 2.007
H14 -1.174 1.890 1.999
C7 -0.169 -5.215 -2.061
C8 0.252 -6.542 -1.484
O1 1.167 -6.640 -0.695
C9 -0.521 -7.762 -1.934
H15 0.457 -4.421 -1.662
H16 -0.064 -5.233 -3.147
H17 -1.206 -5.004 -1.799
H18 -0.433 -7.880 -3.015
H19 -1.573 -7.655 -1.664
H20 -0.119 -8.648 -1.445
C10 0.118 7.313 0.358
C11 0.382 6.224 1.373
O2 -0.355 6.056 2.318
C12 1.601 5.367 1.150
H21 -0.785 7.855 0.635
H22 0.958 8.010 0.333
H23 -0.020 6.874 -0.631
H24 2.499 5.989 1.163
H25 1.527 4.849 0.192
H26 1.674 4.624 1.942


Entry from OMol25: a molecular structure, C12H26EuNO5P2S in a non-equilibrium geometry (ωB97M-V/def2-TZVPD).

Results
* gap between HOMO and LUMO (spin up / spin down): 7.4260 / 7.8397 eV
* total charge: +1
* lowest unoccupied orbital energy (spin up / spin down): -0.106 / -0.107 hartree
* spin multiplicity: 8
* energy relative to the best compared isomer or geometry (same formula, charge and spin): 321.00 kJ/mol
* calculated total energy: -2694.824590 Ha

Element x y z (Å)
Eu1 -0.423 -0.828 -0.242
P1 -2.361 1.017 1.089
C1 -1.603 2.107 -0.165
C2 -0.133 2.390 -0.046
N1 0.700 1.324 -0.207
C3 2.033 1.430 -0.124
C4 2.617 2.678 0.106
C5 1.782 3.798 0.228
C6 0.405 3.658 0.145
C7 2.895 0.183 -0.269
P2 2.227 -1.292 -1.214
H1 -0.288 4.502 0.213
H2 3.695 2.730 0.190
H3 2.221 4.775 0.400
H4 3.837 0.457 -0.775
H5 3.144 -0.208 0.739
H6 -1.689 1.422 -1.392
H7 -2.218 3.017 -0.224
H8 -1.576 -0.247 -2.469
O1 -1.529 0.905 -2.491
H9 -0.826 1.235 -3.121
H10 -1.686 -2.166 -1.415
O2 -1.512 -1.589 -2.334
H11 -0.754 -1.961 -2.818
C8 2.784 -0.894 -2.894
H12 3.876 -0.832 -2.943
H13 2.440 -1.677 -3.581
H14 2.352 0.057 -3.224
C9 3.419 -2.568 -0.708
H15 2.991 -3.551 -0.941
H16 4.377 -2.467 -1.230
H17 3.586 -2.531 0.375
C10 -1.690 1.555 2.719
H18 -2.316 2.362 3.133
H19 -1.712 0.689 3.403
H20 -0.649 1.901 2.638
C11 -4.105 1.545 1.208
H21 -4.685 0.687 1.589
H22 -4.207 2.400 1.896
H23 -4.476 1.807 0.206
C12 -1.157 -4.329 2.105
S1 -1.614 -2.702 1.599
O3 -2.781 -2.240 2.313
O4 -0.365 -1.868 1.833
O5 -1.808 -2.749 0.068
H24 -1.538 -4.478 3.122
H25 -0.067 -4.411 2.098
H26 -1.613 -5.041 1.413


Entry from OMol25: a molecular structure, C12H26N2O in a non-equilibrium geometry (ωB97M-V/def2-TZVPD).

Results
* gap between HOMO and LUMO: 9.4775 eV
* lowest unoccupied orbital energy: 0.007 hartree
* energy relative to the best compared isomer or geometry (same formula, charge and spin): 1348.64 kJ/mol
* calculated total energy: -656.901969 Ha

Element x y z (Å)
C1 -0.996 -3.110 0.720
C2 -0.917 -1.734 1.851
C3 0.623 -1.385 2.079
C4 1.297 -0.531 3.071
C5 1.051 1.033 2.830
C6 1.999 1.621 1.866
C7 1.335 1.859 0.297
C8 0.016 2.567 0.162
C9 -1.161 1.822 -0.353
C10 -0.939 0.780 -1.762
C11 0.181 -0.094 -2.136
C12 -1.343 -1.598 -3.280
H1 -0.924 -2.656 -0.395
H2 -0.200 -3.877 0.912
H3 -2.210 -3.513 0.246
H4 -1.462 -0.759 2.011
H5 -1.617 -2.194 2.876
H6 0.981 -2.394 2.348
H7 1.057 -0.977 1.067
H8 0.806 -0.867 4.059
H9 2.343 -0.901 2.871
H10 1.007 1.442 3.788
H11 0.016 0.867 2.274
H12 3.025 1.054 1.610
H13 2.457 2.737 2.433
H14 2.111 2.349 -0.479
H15 1.288 0.905 -0.275
H16 -0.520 3.464 0.920
H17 0.200 3.281 -0.692
H18 -2.179 2.708 -1.047
H19 -2.081 1.399 1.056
H20 -0.773 1.706 -2.412
H21 -2.029 0.544 -1.761
H22 0.744 -0.790 -1.475
H23 0.931 0.647 -2.257
H24 -2.388 -1.101 -2.667
H25 -0.785 -2.398 -2.746
H26 -1.190 -2.244 -4.360
N1 -0.053 -0.621 -3.499
N2 -0.154 -0.089 -4.696
O1 0.451 1.049 -5.053